1.
Molecular formula: C5H9NO2
Method: DFT, the ωB97M-V functional and the def2-TZVPD basis

Last column: Mulliken charge in e.
CARTESIAN COORDINATES (ANGSTROEM)
H -0.422 -1.541 -1.729  0.45
N -0.837 0.044 1.695  -0.64
O 0.632 -2.322 -0.606  -0.48
H 1.482 -2.763 -0.710  0.32
C -1.236 -0.206 -0.682  -0.52
H 1.117 2.915 -0.492  0.28
C 0.718 -1.381 0.458  -0.81
H 1.734 -1.099 0.717  0.26
H 0.041 2.525 0.955  0.18
C 0.335 0.961 -0.473  -0.16
C -0.276 -0.320 0.416  1.37
H -0.167 -0.134 2.430  0.29
H -1.144 1.009 1.737  0.27
H -2.183 0.296 -0.516  0.39
O -1.127 -0.854 -1.839  -0.56
C 0.490 2.200 0.025  -0.97
H 0.843 0.670 -1.385  0.36

As for the strongest force on any atom: 1.3 eV/Å. The multiplicity is 1. The value obtained for the HOMO energy (alpha / beta) is -7.40 / -5.95 eV. For the total energy, the calculation gives -10910.9159 eV. Its energy relative to the best compared isomer or geometry (same formula, charge and spin) is 130.52 kcal per mole. The calculation puts the LUMO energy (alpha / beta) at 0.6 / 0.3 eV.



2.
Molecular formula: C5H9NO2
Method: DFT, the ωB97M-V functional and the def2-TZVPD basis

Last column: Mulliken charge in e.
CARTESIAN COORDINATES (ANGSTROEM)
H 2.708 0.486 -1.018  0.33
H 1.414 1.736 1.183  0.43
H 3.035 -0.638 0.241  0.34
O -1.600 -2.486 -0.166  -0.46
C -0.079 -0.689 -0.641  -0.72
N 0.307 0.648 -0.164  0.11
H -1.141 -1.252 1.283  0.32
C -0.715 1.513 0.064  0.03
C -0.985 -1.537 0.235  0.08
O -1.861 1.350 -0.324  -0.53
H 3.584 0.999 0.532  0.35
H -0.651 -0.427 -1.541  0.34
C 2.790 0.412 0.067  -1.26
H 0.833 -1.206 -0.942  0.40
H -0.476 2.477 0.526  0.32
C 1.475 0.737 0.732  -0.36
H 1.348 0.118 1.624  0.30

As for the strongest force on any atom: 1.9 eV/Å. The multiplicity is 1. As for the SMILES: CCN(C=O)CC=O. The value obtained for the HOMO energy is -9.62 eV. For the total energy, the calculation gives -10915.2945 eV. Its energy relative to the best compared isomer or geometry (same formula, charge and spin) is 29.54 kcal per mole. The calculation puts the LUMO energy at 0.7 eV.



3.
Molecular formula: C5H9NO2
Method: DFT, the ωB97M-V functional and the def2-TZVPD basis

Last column: Mulliken charge in e.
CARTESIAN COORDINATES (ANGSTROEM)
H -0.442 1.916 2.109  0.29
H -1.583 0.713 2.732  0.28
C 0.705 -0.844 1.085  0.59
H 0.658 -1.143 -2.433  0.36
C -0.310 0.002 1.169  0.36
H -1.050 -1.692 -0.604  0.34
H -1.564 -0.398 -1.770  0.36
O -1.095 0.269 0.061  -0.37
H 1.581 -0.894 -1.026  0.39
C 0.715 -0.501 -1.555  -0.66
O 1.418 -1.740 1.380  -0.47
N 0.986 0.843 -1.972  -0.56
H 1.028 1.467 -1.173  0.24
C -0.899 -0.664 -0.945  -0.58
C -0.559 0.862 2.370  -1.17
H 0.141 0.607 3.163  0.35
H 0.269 1.198 -2.590  0.26

As for the strongest force on any atom: 3.2 eV/Å. The multiplicity is 1. As for the SMILES: CC(=C=O)OCCN. The value obtained for the HOMO energy is -8.12 eV. For the total energy, the calculation gives -10913.3940 eV. Its energy relative to the best compared isomer or geometry (same formula, charge and spin) is 73.37 kcal per mole. The calculation puts the LUMO energy at 0.7 eV.



4.
Molecular formula: C5H9NO2
Method: DFT, the ωB97M-V functional and the def2-TZVPD basis

Last column: Mulliken charge in e.
CARTESIAN COORDINATES (ANGSTROEM)
H 0.453 -1.425 1.517  0.18
H 2.210 -0.456 0.387  0.34
H -0.835 0.485 1.836  0.38
H 1.809 1.090 -1.295  0.35
N 0.194 -1.014 0.692  -0.53
C -1.909 -0.140 -0.011  0.19
H 0.150 0.269 -1.711  0.24
C -0.666 0.164 0.819  0.45
H 1.563 -1.600 -0.804  0.28
O -2.822 0.676 -0.139  -0.62
H 0.948 1.734 0.787  0.31
C 0.906 0.524 -0.916  -0.48
H -0.476 2.130 -0.129  0.39
O -1.919 -1.305 -0.604  -0.51
C 0.148 1.299 0.131  -0.86
C 1.307 -0.721 -0.207  -0.59
H -1.062 -1.711 -0.353  0.45

As for the strongest force on any atom: 3.4 eV/Å. The multiplicity is 1. As for the SMILES: O=C(O)[C@@H]1CCCN1. The value obtained for the HOMO energy is -9.47 eV. For the total energy, the calculation gives -10916.0529 eV. Its energy relative to the best compared isomer or geometry (same formula, charge and spin) is 12.05 kcal per mole. The calculation puts the LUMO energy at 0.7 eV.



5.
Molecular formula: C5H9NO2
Method: DFT, the ωB97M-V functional and the def2-TZVPD basis

Last column: Mulliken charge in e.
CARTESIAN COORDINATES (ANGSTROEM)
O 4.155 1.031 -0.384  -0.35
H -2.712 -0.562 0.539  0.30
H -0.214 -0.006 1.508  0.28
C -2.618 0.388 -0.135  -0.96
H -1.338 1.691 -0.622  0.32
H -0.753 -1.801 -0.976  0.23
N -1.178 0.846 -0.107  0.11
O 4.488 -1.050 0.501  -0.35
H 1.172 -1.688 -0.980  0.26
C -0.060 0.784 0.821  -0.51
H -3.156 1.124 0.405  0.40
H 0.159 -1.745 0.483  0.31
H -3.060 0.132 -1.083  0.31
C 0.203 -1.258 -0.486  -0.93
H 0.433 1.801 1.013  0.21
C 0.134 0.314 -0.581  -0.34
C 4.343 -0.002 0.084  0.70

As for the strongest force on any atom: 5.2 eV/Å. The multiplicity is 1. The value obtained for the HOMO energy is -7.03 eV. For the total energy, the calculation gives -10911.7211 eV. Its energy relative to the best compared isomer or geometry (same formula, charge and spin) is 111.95 kcal per mole. The calculation puts the LUMO energy at 0.7 eV.



6.
Molecular formula: C5H9NO2P
Method: DFT, the ωB97M-V functional and the def2-TZVPD basis

Last column: Mulliken charge in e.
CARTESIAN COORDINATES (ANGSTROEM)
C 1.078 0.039 -2.268  -1.20
H 0.910 -1.011 -2.510  0.30
H 0.908 0.636 -3.159  0.37
H -0.284 -2.495 2.645  0.33
O 0.387 0.027 0.054  -0.57
C -2.595 2.856 -2.205  -0.16
H 0.901 -2.525 3.979  0.28
O 1.169 -0.982 2.651  -0.14
C 0.300 -1.884 3.332  -0.56
H -2.662 3.224 -3.214  0.25
C -0.888 1.224 -1.580  0.19
H 2.111 0.151 -1.941  0.34
H 2.574 -0.037 1.342  0.12
H -3.290 3.206 -1.459  0.25
P 1.790 -1.204 1.241  0.41
C 0.160 0.439 -1.141  0.55
H -0.363 -1.278 3.945  0.25
N -1.716 2.026 -1.881  -0.01

As for the strongest force on any atom: 2.2 eV/Å. The multiplicity is 1. The value obtained for the HOMO energy is -12.40 eV. For the total energy, the calculation gives -20194.7495 eV. Its energy relative to the best compared isomer or geometry (same formula, charge and spin) is 35.63 kcal per mole. The calculation puts the LUMO energy at -4.4 eV. As for the total charge: +1.



7.
Molecular formula: C5H9NO2S
Method: DFT, the ωB97M-V functional and the def2-TZVPD basis

Last column: Mulliken charge in e.
CARTESIAN COORDINATES (ANGSTROEM)
S 0.979 2.480 1.432  0.51
H -1.463 -2.542 0.610  0.38
H -1.126 2.418 1.441  0.28
C -0.847 -2.453 -0.202  -0.45
H -0.182 -1.684 -2.862  0.21
C 1.645 1.098 0.375  -0.63
C 0.538 -0.258 0.186  -0.79
H 1.976 1.365 -0.655  0.37
N -0.513 2.671 0.717  -0.55
H -0.074 -3.231 -0.040  0.22
H 2.370 0.629 0.944  0.34
H -1.433 -0.513 -2.216  0.23
C -0.143 -1.156 -0.650  0.48
O 0.726 1.843 2.729  -0.61
O -1.519 -2.525 -1.526  -0.43
C -0.744 -1.316 -1.969  -0.23
H 0.419 -0.457 1.213  0.38
H -0.609 3.634 0.474  0.29

As for the strongest force on any atom: 5.4 eV/Å. The multiplicity is 1. The value obtained for the HOMO energy is -8.93 eV. For the total energy, the calculation gives -21746.3864 eV. Its energy relative to the best compared isomer or geometry (same formula, charge and spin) is 121.64 kcal per mole. The calculation puts the LUMO energy at 0.6 eV.



8.
Molecular formula: C5H9NO2S2
Method: DFT, the ωB97M-V functional and the def2-TZVPD basis

Last column: Mulliken charge in e.
CARTESIAN COORDINATES (ANGSTROEM)
S 3.392 1.242 0.272  0.40
C -1.487 -0.357 0.352  -0.16
H -1.367 0.383 1.140  0.30
H -1.066 -1.369 0.868  0.22
S 3.378 -0.938 0.363  -0.17
C -2.909 -0.588 -0.172  -1.22
C 1.609 -1.106 -0.176  0.55
C 1.526 1.181 0.629  -0.60
C -0.376 0.114 -0.611  -0.79
H -3.628 -0.660 0.739  0.30
H 1.490 0.962 1.772  0.37
H -0.521 -0.411 -1.673  0.32
H -3.170 0.259 -0.722  0.38
O 3.597 1.669 -1.074  -0.49
O 1.223 -2.220 -0.421  -0.53
H -3.028 -1.481 -0.766  0.32
H -0.472 1.240 -0.853  0.32
H 0.901 2.026 0.403  0.37
N 0.908 0.053 -0.068  0.14

As for the strongest force on any atom: 4.7 eV/Å. The multiplicity is 1. The value obtained for the HOMO energy is -9.59 eV. For the total energy, the calculation gives -32585.0991 eV. Its energy relative to the best compared isomer or geometry (same formula, charge and spin) is 24.50 kcal per mole. The calculation puts the LUMO energy at 0.2 eV.



9.
Molecular formula: C5H9NO3
Method: DFT, the ωB97M-V functional and the def2-TZVPD basis

Last column: Mulliken charge in e.
CARTESIAN COORDINATES (ANGSTROEM)
C -1.863 -0.713 0.320  0.34
H -2.151 0.748 -1.316  0.32
H 0.257 -2.447 -0.141  0.33
C -1.472 -0.024 -0.967  -0.41
C 1.761 -0.574 0.899  -0.96
C 0.240 1.860 -0.302  -1.48
N 0.714 -0.578 -0.101  0.11
O 0.600 -1.799 -0.781  -0.44
H -1.261 -0.707 -1.788  0.22
H 2.008 0.429 1.232  0.32
O -1.019 0.277 1.124  -0.48
C -0.297 0.468 -0.105  0.92
O -2.736 -1.399 0.721  -0.49
H 0.839 2.156 0.556  0.37
H -0.594 2.554 -0.389  0.40
H 2.660 -1.002 0.457  0.33
H 0.851 1.897 -1.201  0.34
H 1.464 -1.147 1.783  0.27

As for the strongest force on any atom: 4.0 eV/Å. The multiplicity is 1. The value obtained for the HOMO energy is -8.56 eV. For the total energy, the calculation gives -12960.4809 eV. Its energy relative to the best compared isomer or geometry (same formula, charge and spin) is 97.44 kcal per mole. The calculation puts the LUMO energy at 0.7 eV.



10.
Molecular formula: C5H9NO3
Method: DFT, the ωB97M-V functional and the def2-TZVPD basis

Last column: Mulliken charge in e.
CARTESIAN COORDINATES (ANGSTROEM)
C -0.346 0.636 -0.521  0.17
O 1.984 -0.984 -1.241  -0.65
N 2.964 -0.352 0.464  -0.58
H -1.952 1.587 -1.069  0.34
O -1.103 1.808 -0.677  -0.53
H -3.014 -0.032 0.284  0.31
H -0.328 0.050 -1.456  0.36
C 2.216 0.069 -0.538  0.46
H -0.159 -1.094 0.758  0.31
C -0.867 -0.265 0.614  -0.37
H -0.874 0.324 1.544  0.28
C 1.076 1.050 -0.214  0.24
H 3.271 0.395 1.081  0.23
H 2.847 -1.550 -0.227  0.52
C -2.255 -0.826 0.332  -1.27
H -2.555 -1.514 1.134  0.36
H -2.270 -1.380 -0.618  0.34
O 1.367 2.077 0.348  -0.53

As for the strongest force on any atom: 5.0 eV/Å. The multiplicity is 1. The value obtained for the HOMO energy is -10.19 eV. For the total energy, the calculation gives -12960.5696 eV. Its energy relative to the best compared isomer or geometry (same formula, charge and spin) is 95.39 kcal per mole. The calculation puts the LUMO energy at -0.2 eV.